(1)
8 unconnected molecules or ions with the total composition C21H38BNO34PS7 at a distorted geometry. Source: the OMol25 dataset; level of theory: ωB97M-V/def2-TZVPD.

Each line ends with the Löwdin charge.
Geometry (Å):
O 9.0298 0.3319 -0.3593  0.15
C 8.2602 1.1861 -0.7177  -0.41
O 8.7068 2.4965 -0.7599  0.09
C 6.8180 0.7258 -1.0436  0.03
C 6.3984 -0.5546 -0.4307  0.08
C 5.0772 -1.0825 -0.6721  -0.05
N 4.1906 -0.4124 -1.4887  -0.19
P 2.5365 -1.0898 -1.8372  0.94
O 2.4889 -1.2956 -3.4944  -0.24
O 1.3685 -0.0076 -1.3243  -0.25
C 4.5247 0.7977 -2.0739  0.00
C 5.8417 1.4280 -1.8862  -0.08
C 6.1719 2.7987 -2.5381  -0.01
B 5.2371 3.9012 -1.7780  -0.55
O 5.8274 5.0165 -1.1611  0.15
O 3.8287 3.7915 -1.6652  0.11
H 9.4327 2.4996 -1.4191  0.15
H 7.1013 -1.1426 0.2088  0.14
H 4.7242 -2.0432 -0.2229  0.14
H 2.1835 -0.4931 -3.9661  0.07
H 1.7777 0.5000 -0.5847  0.05
H 3.7914 1.3528 -2.7096  0.14
H 7.2449 3.0941 -2.4945  0.11
H 5.9006 2.7614 -3.6374  0.13
H 5.2508 5.2186 -0.3936  0.12
H 3.3965 3.6988 -2.5302  0.11
C 2.7269 1.1674 4.3143  -0.14
C 1.5104 1.4385 3.4556  -0.16
O 1.9539 2.3941 2.4789  -0.19
S 3.5050 2.1239 2.1513  0.62
O 3.5801 1.3378 0.9575  -0.26
O 4.2197 3.3426 2.3047  -0.21
O 3.8324 1.1638 3.3992  -0.18
H 2.8881 1.9675 5.0404  0.14
H 2.6583 0.2145 4.8361  0.14
H 0.6758 1.8346 4.0292  0.15
H 1.1912 0.5419 2.9295  0.09
C -1.7649 -3.1740 2.3040  -0.16
C -0.8456 -2.7966 1.1643  -0.15
O -0.0161 -1.7518 1.6958  -0.21
S 0.2138 -2.0107 3.2728  0.62
O 1.4714 -2.6589 3.4425  -0.22
O -0.1391 -0.8203 3.9784  -0.24
O -0.9488 -3.0980 3.4857  -0.17
H -2.5816 -2.4551 2.4079  0.15
H -2.1778 -4.1756 2.1839  0.09
H -1.3902 -2.4492 0.2884  0.14
H -0.1996 -3.6322 0.8826  0.14
C -4.3238 -8.3573 1.7401  -0.16
C -4.6352 -8.0005 0.3027  -0.16
O -4.9338 -6.5982 0.3283  -0.19
S -4.0570 -5.8940 1.4804  0.63
O -2.8975 -5.3184 0.8695  -0.24
O -4.9307 -5.1533 2.3252  -0.21
O -3.6012 -7.2325 2.2538  -0.17
H -5.2380 -8.4720 2.3280  0.14
H -3.7273 -9.2638 1.8190  0.13
H -5.4770 -8.5658 -0.0933  0.15
H -3.7679 -8.1480 -0.3367  0.10
C -7.3900 -3.3549 0.2805  -0.16
C -7.6246 -2.0033 -0.3668  -0.16
O -6.3439 -1.6108 -0.8685  -0.19
S -5.5232 -2.9281 -1.3133  0.62
O -5.6730 -3.0982 -2.7171  -0.21
O -4.2513 -2.9011 -0.6721  -0.24
O -6.4522 -4.0183 -0.5714  -0.20
H -6.9360 -3.2482 1.2689  0.13
H -8.3061 -3.9370 0.3648  0.14
H -8.0049 -1.2653 0.3368  0.14
H -8.3101 -2.0833 -1.2145  0.14
C 0.5176 4.9857 -0.3509  -0.18
C 1.3696 6.1455 0.1282  -0.17
O 0.7451 7.3106 -0.4094  -0.18
S -0.8542 7.0652 -0.4923  0.65
O -1.4587 7.6532 0.6485  -0.24
O -1.2822 7.3478 -1.8191  -0.21
O -0.8263 5.4535 -0.2872  -0.18
H 0.7422 4.7339 -1.3916  0.13
H 0.6411 4.0992 0.2707  0.12
H 2.4012 6.0709 -0.2116  0.12
H 1.3512 6.2241 1.2187  0.14
C 0.5681 -10.0111 -2.3093  -0.16
C -0.1996 -8.7614 -2.6961  -0.17
O -1.5761 -9.1164 -2.5457  -0.18
S -1.7201 -10.1803 -1.3404  0.64
O -2.0978 -9.4731 -0.1601  -0.23
O -2.4389 -11.3070 -1.8182  -0.20
O -0.1605 -10.5720 -1.2140  -0.18
H 0.5749 -10.7400 -3.1232  0.14
H 1.5922 -9.7910 -2.0126  0.14
H 0.0066 -8.4450 -3.7168  0.14
H 0.0143 -7.9372 -2.0103  0.13
C -3.0866 12.2536 -1.1665  -0.17
C -2.7905 12.7332 0.2422  -0.18
O -3.2801 11.6967 1.0934  -0.19
S -3.1118 10.2696 0.3439  0.65
O -1.9162 9.6514 0.8031  -0.25
O -4.3694 9.6066 0.3566  -0.21
O -2.8433 10.8458 -1.1429  -0.19
H -4.1362 12.4138 -1.4260  0.13
H -2.4529 12.7362 -1.9089  0.13
H -3.2773 13.6797 0.4702  0.14
H -1.7141 12.8288 0.4096  0.13

Computed properties:
- LUMO (eV) = -4.7726
- E_HOMO (eV) = -11.486
- charge = +1

(2)
A molecular structure, C21H38Cl25F9OSi2. Source: the OMol25 dataset; level of theory: ωB97M-V/def2-TZVPD.

Each line ends with the Löwdin charge.
Geometry (Å):
C 0.7532 -3.5906 0.7146  -0.14
C 2.1458 -2.9741 0.7071  -0.76
Cl 2.0971 -1.3977 1.5855  0.63
C 2.7391 -2.8830 -0.7061  -0.34
Si 2.5685 -1.2824 -1.6632  0.45
O 3.3784 0.0026 -0.9869  -0.44
Si 2.7851 1.5358 -1.1880  0.50
C 1.5344 2.0149 0.1356  -0.26
C 0.3940 2.8696 -0.4706  -0.13
C -0.9762 2.6445 0.1128  -0.43
F -1.0750 3.1792 1.3604  0.03
F -1.8954 3.3132 -0.6498  0.10
C -1.4270 1.1564 0.2261  -0.34
F -1.0372 0.6931 1.4313  0.14
F -0.8335 0.3947 -0.7197  0.13
C -2.9660 0.9193 0.1283  -0.33
F -3.6467 1.9071 0.7226  0.16
F -3.2363 -0.2228 0.8081  0.14
C -3.5065 0.6764 -1.3173  -0.56
F -2.9373 1.4804 -2.2061  0.19
F -3.2897 -0.5778 -1.6840  0.19
F -4.8178 0.8917 -1.3265  0.19
H 0.1042 -3.1590 -0.0501  0.08
H 0.8220 -4.6765 0.6175  0.08
H 0.2782 -3.3989 1.6801  0.06
H 2.7945 -3.6098 1.3104  0.09
H 3.7851 -3.1935 -0.7221  0.03
H 2.1984 -3.6228 -1.3116  0.07
H 1.1579 -0.9412 -1.9110  -0.03
H 3.2041 -1.5319 -2.9732  -0.04
H 2.0991 1.5922 -2.5073  -0.01
H 3.8564 2.5269 -1.2489  -0.05
H 1.1779 1.1192 0.6427  0.03
H 2.0503 2.6224 0.8869  0.02
H 0.3317 2.7635 -1.5557  0.10
H 0.6154 3.9223 -0.2721  0.13
C 6.5364 -4.8721 -2.4664  -1.02
Cl 7.0874 -3.6324 -1.3311  0.51
Cl 4.8220 -4.6905 -2.8515  0.53
H 7.1084 -4.7850 -3.3822  0.03
H 6.6821 -5.8437 -2.0096  -0.04
C 0.9345 5.7653 3.3689  -1.04
Cl 0.9799 7.4031 2.7028  0.51
Cl 2.2714 4.7684 2.7792  0.52
H 1.0157 5.8331 4.4478  0.03
H -0.0105 5.3199 3.0754  -0.07
C -5.6344 1.0907 3.5337  -1.02
Cl -5.2068 0.7891 5.2262  0.53
Cl -7.3693 0.9396 3.2510  0.52
H -5.3272 2.0975 3.2775  0.02
H -5.1162 0.3658 2.9174  0.01
C -5.4245 2.5454 8.2782  -1.04
Cl -4.4966 3.4149 9.5142  0.53
Cl -7.0660 3.1705 8.1226  0.51
H -4.9186 2.6614 7.3284  -0.02
H -5.4759 1.5002 8.5592  0.03
C -0.2561 -1.0363 -5.6612  -1.01
Cl -0.2430 -2.2381 -6.9578  0.50
Cl 1.2755 -0.9872 -4.7760  0.52
H -0.4353 -0.0635 -6.1020  -0.02
H -1.0449 -1.2938 -4.9640  0.03
C -1.1517 0.5817 -9.8893  -1.00
Cl -1.3727 1.4097 -8.3421  0.52
Cl -2.0230 -0.9529 -9.9606  0.51
H -1.5297 1.2257 -10.6739  0.03
H -0.0962 0.3815 -10.0274  0.03
C -3.0961 6.3448 3.7886  -0.99
Cl -3.3761 7.9082 3.0191  0.52
Cl -2.3765 5.1706 2.6758  0.59
H -2.4191 6.4883 4.6229  0.03
H -4.0466 5.9531 4.1304  0.02
C 7.4727 -6.9615 0.9767  -1.00
Cl 5.8373 -7.1590 0.3307  0.51
Cl 8.7025 -7.0054 -0.2924  0.52
H 7.5281 -6.0029 1.4784  0.03
H 7.6664 -7.7737 1.6666  0.02
C -5.8305 -1.2315 -9.9340  -1.04
Cl -5.7855 0.5239 -9.7421  0.49
Cl -6.9631 -1.7390 -11.1930  0.50
H -4.8381 -1.5679 -10.2075  -0.02
H -6.1420 -1.6708 -8.9942  0.03
C -4.6549 2.3849 12.9902  -1.05
Cl -6.3594 2.5401 13.4312  0.50
Cl -3.9129 0.9392 13.6905  0.50
H -4.5882 2.3185 11.9110  -0.05
H -4.1245 3.2546 13.3590  0.03
C 2.3585 -7.6869 -3.5138  -1.03
Cl 3.3915 -7.6739 -2.0807  0.47
Cl 1.9986 -9.3257 -4.0676  0.51
H 1.4252 -7.1944 -3.2687  0.02
H 2.8744 -7.1600 -4.3082  0.02
C 6.7529 2.7403 1.0644  -1.01
Cl 7.7982 3.7695 0.0809  0.51
Cl 5.0721 3.2907 1.0475  0.51
H 6.7835 1.7337 0.6642  0.03
H 7.1106 2.7610 2.0865  0.02

Computed properties:
- LUMO (eV) = 0.0996
- E_HOMO (eV) = -10.371
- charge = 0

(3)
A molecular structure, C21H39Cl3CoN7O3Si at a distorted geometry. Source: the OMol25 dataset; level of theory: ωB97M-V/def2-TZVPD.

Each line ends with the Löwdin charge.
Geometry (Å):
C 4.3192 0.3006 -2.0671  -0.04
C 3.1569 1.1886 -2.3603  -0.23
H 5.2036 0.5981 -2.6380  0.07
H 4.0842 -0.7488 -2.3038  0.09
H 4.5517 0.3616 -1.0000  0.08
C 3.0317 1.9095 -3.4753  -0.11
C 3.9816 1.8428 -4.6243  -0.10
H 2.2403 2.6618 -3.5460  0.10
H 4.0131 0.8421 -5.0858  0.08
H 5.0157 2.1121 -4.3512  0.08
H 3.6578 2.5411 -5.4073  0.07
Co 0.7555 -1.6329 3.0281  -0.39
Cl 0.6853 -0.6539 4.9428  0.08
Cl -0.9902 -1.4056 1.6967  0.26
H -5.0049 -1.1411 3.9239  0.09
H -2.5983 -2.3819 6.0874  0.09
C -4.0965 -1.5768 3.4799  -0.06
C -2.2581 -2.3486 5.0497  -0.09
N -2.9340 -1.2736 4.3082  -0.20
H -4.0168 -1.1816 2.4536  0.08
C -2.7433 0.0109 4.6748  -0.33
O -3.3980 0.9655 4.2301  -0.04
H -1.1801 -2.1230 5.0727  -0.03
H -1.9398 0.1608 5.4265  0.11
H -4.2369 -2.6601 3.4141  0.08
H -2.3918 -3.3358 4.5769  0.09
H 0.5280 -1.8443 -3.1527  0.08
H 0.8764 0.4396 -4.5053  0.07
C -0.5520 -1.6931 -3.1689  -0.07
C -0.1792 0.2037 -4.7110  -0.06
N -0.8371 -0.3204 -3.5217  -0.20
H -0.9786 -1.9159 -2.1955  0.06
C -1.8614 0.3419 -2.9227  -0.31
O -2.6116 -0.1426 -2.0747  -0.02
H -0.6889 1.1134 -5.0600  0.09
H -1.9831 1.3895 -3.2803  0.13
H -0.9879 -2.3561 -3.9224  0.10
H -0.2067 -0.5497 -5.5127  0.09
O 1.3524 -0.0971 -1.7063  0.09
C 1.9755 1.0440 -1.3656  -0.37
C 0.2480 2.6973 -2.2945  -0.08
C 1.0832 2.2906 -1.2456  -0.17
H 0.2101 2.1101 -3.2124  0.07
C -0.4815 3.8805 -2.1863  -0.09
H 2.4531 0.9132 -0.3720  0.10
C 1.2003 3.1046 -0.1276  -0.07
H -1.1324 4.1751 -3.0106  0.10
C -0.4172 4.6725 -1.0406  -0.08
C 0.4459 4.2759 0.0003  -0.10
H 1.9166 2.8155 0.6557  0.12
H -0.9736 5.6090 -0.9647  0.10
H 0.5697 4.8745 0.8998  0.10
Si 1.0237 -3.1512 1.0639  0.52
Cl 2.1777 -0.6795 1.8013  0.22
C -0.1135 -3.8891 -0.2109  -0.19
C 0.6949 -3.8382 2.8540  -0.23
C 2.7466 -3.9157 0.7804  -0.20
H -0.3179 -3.1552 -0.9972  0.00
H -1.0497 -4.1982 0.2787  0.05
H 0.3609 -4.7777 -0.6604  0.05
H 2.9121 -4.2056 -0.2627  0.03
H 2.7992 -4.8389 1.3780  0.04
H 3.5689 -3.2522 1.0995  0.03
H 0.7466 -3.2069 3.8082  0.01
H 1.4637 -4.6007 3.0376  0.05
H -0.2633 -4.3687 2.8942  0.06
N -3.1004 3.5149 3.2249  0.10
N -2.5958 2.7218 2.2388  -0.30
N -3.3503 2.0128 1.3864  0.13
C -2.3924 1.5103 0.5766  -0.24
N -1.1576 1.8795 0.9313  0.01
N -1.2905 2.7143 1.9722  0.08
H -2.3099 3.8305 3.7861  0.10
H -3.7895 2.9913 3.7545  0.07
H -2.6396 0.8392 -0.2437  0.07

Computed properties:
- <S²> = 6.019
- LUMO (alpha / beta) (eV) = -1.4004 / -2.0912
- multiplicity = 5
- E_HOMO (alpha / beta) (eV) = -8.372 / -8.372
- charge = 0